[1]
Below is a 7-piece molecular cluster, FH12O6 overall, with properties calculated with ωB97M-V with the def2-TZVPD basis set.

```
19
FH12O6, DFT ωB97M-V with the def2-TZVPD basis set
F -0.014 -0.104 -0.143
O -0.488 1.852 1.525
H 0.107 2.553 1.377
H -0.277 1.147 0.894
O -0.167 -2.524 -1.091
H 0.771 -2.783 -1.140
H -0.108 -1.653 -0.626
O -2.333 0.774 -1.019
H -2.216 0.830 -1.982
H -1.537 0.237 -0.701
O -0.703 -1.319 2.142
H -0.827 -0.693 2.872
H -0.443 -0.933 1.266
O 2.419 -0.527 0.769
H 2.255 -0.969 1.602
H 1.552 -0.267 0.457
O 0.719 1.815 -1.946
H 0.858 1.471 -2.837
H 0.433 1.092 -1.421
```

**Total charge**: -1


[2]
Below is C58H136InN10O20 as an isolated structure, with properties calculated with ωB97M-V with the def2-TZVPD basis set.

```
225
C58H136InN10O20, DFT ωB97M-V with the def2-TZVPD basis set
In 4.033 3.356 -9.882
C 1.233 2.477 -1.143
C 0.425 1.618 -0.492
C -0.306 0.428 -1.192
O -1.046 -0.483 -0.617
C -0.135 0.187 -2.503
C 0.706 1.044 -3.300
C 1.447 2.311 -2.587
O 2.199 2.982 -3.326
O 0.999 0.867 -4.531
O 0.298 1.865 0.772
H 1.750 3.250 -0.594
H -0.701 -0.569 -3.028
C 8.864 8.385 1.111
C 7.414 8.910 0.749
C 7.348 10.427 0.785
O 6.094 10.911 0.246
C 6.045 12.173 -0.419
N 7.122 8.377 -0.549
H 9.066 8.571 2.166
H 9.679 8.886 0.587
H 8.982 7.313 0.952
H 6.592 8.487 1.327
H 8.214 10.957 0.389
H 7.363 10.906 1.764
H 6.328 12.107 -1.469
H 6.635 12.994 -0.011
H 5.007 12.503 -0.392
H 6.828 7.448 -0.280
H 6.433 8.981 -0.973
C 2.094 1.500 10.365
C 1.158 2.248 9.446
C 1.768 3.669 9.024
O 0.749 4.381 8.412
C 1.240 5.574 7.755
N 0.809 1.405 8.271
H 1.627 0.568 10.684
H 2.369 2.077 11.248
H 3.009 1.053 9.977
H 0.183 2.316 9.928
H 2.545 3.700 8.261
H 2.320 4.182 9.813
H 0.312 5.960 7.335
H 1.987 5.313 7.005
H 1.611 6.270 8.507
H 1.312 0.535 8.367
H 1.415 1.876 7.614
C 1.844 -11.097 -8.556
C 1.342 -9.635 -8.528
C -0.195 -9.469 -8.751
O -0.494 -8.087 -9.006
C -1.768 -7.656 -8.694
N 1.574 -9.217 -7.229
H 2.808 -11.297 -8.088
H 1.796 -11.347 -9.615
H 1.190 -11.822 -8.071
H 1.995 -9.036 -9.162
H -0.786 -10.026 -8.025
H -0.472 -9.840 -9.738
H -2.561 -8.395 -8.814
H -2.000 -6.720 -9.202
H -1.691 -7.298 -7.668
H 1.065 -9.862 -6.642
H 1.037 -8.389 -7.015
C 10.832 1.745 -5.572
C 9.666 1.440 -6.530
C 8.846 0.165 -6.071
O 7.762 -0.218 -6.859
C 6.939 -1.185 -6.237
N 8.810 2.594 -6.549
H 11.452 0.871 -5.776
H 10.489 1.816 -4.540
H 11.593 2.453 -5.900
H 9.985 1.084 -7.509
H 8.532 0.372 -5.049
H 9.485 -0.712 -5.970
H 6.052 -1.484 -6.796
H 6.530 -0.720 -5.340
H 7.492 -2.079 -5.949
H 8.564 2.771 -5.585
H 9.354 3.412 -6.784
C -5.587 3.244 9.612
O -5.559 3.563 8.186
C -6.040 4.881 8.006
C -6.345 5.196 6.515
N -5.263 4.841 5.649
C -5.470 5.404 4.301
C -6.563 4.701 3.430
O -6.045 3.402 2.962
C -6.405 3.190 1.610
H -5.093 2.279 9.728
H -6.602 3.103 9.983
H -5.081 3.964 10.254
H -5.428 5.663 8.455
H -7.027 5.031 8.443
H -6.518 6.270 6.458
H -7.310 4.780 6.226
H -4.479 5.255 6.133
H -4.468 5.397 3.871
H -5.680 6.471 4.371
H -6.796 5.414 2.639
H -7.468 4.453 3.986
H -7.458 2.960 1.446
H -5.808 2.464 1.057
H -6.221 4.078 1.006
C 5.919 -10.060 7.735
O 5.909 -8.657 7.921
C 4.859 -7.841 7.222
C 4.892 -6.340 7.547
N 4.293 -5.536 6.428
C 5.334 -5.077 5.536
C 4.645 -4.539 4.286
O 3.751 -5.655 3.768
C 3.842 -5.842 2.294
H 6.022 -10.222 6.662
H 4.995 -10.558 8.030
H 6.706 -10.527 8.329
H 3.865 -8.287 7.192
H 5.279 -7.993 6.227
H 5.862 -5.945 7.848
H 4.298 -6.188 8.448
H 3.852 -6.129 5.739
H 6.125 -5.801 5.343
H 5.805 -4.268 6.094
H 5.358 -3.938 3.720
H 3.820 -3.879 4.551
H 4.879 -5.816 1.960
H 3.401 -4.960 1.828
H 3.450 -6.833 2.064
C -0.846 -11.043 -1.050
O -0.189 -12.336 -1.176
C -0.928 -13.501 -0.829
C 0.003 -14.629 -1.139
N 1.213 -14.692 -0.212
C 0.815 -14.901 1.174
C 2.017 -14.925 2.111
O 1.558 -14.821 3.515
C 1.948 -15.959 4.316
H -0.261 -10.337 -1.640
H -0.877 -10.700 -0.016
H -1.902 -11.007 -1.316
H -1.867 -13.770 -1.313
H -1.173 -13.512 0.233
H 0.446 -14.556 -2.132
H -0.459 -15.612 -1.047
H 1.634 -13.778 -0.124
H 0.458 -15.924 1.298
H 0.196 -14.114 1.604
H 2.601 -14.010 2.016
H 2.683 -15.772 1.946
H 3.030 -16.065 4.400
H 1.551 -16.794 3.737
H 1.534 -15.940 5.324
C -8.987 -2.504 2.643
O -7.808 -3.292 2.814
C -7.937 -4.695 2.414
C -6.690 -5.559 2.699
N -6.213 -5.377 4.079
C -4.911 -6.007 4.174
C -4.551 -6.105 5.677
O -4.651 -4.810 6.382
C -4.069 -4.786 7.632
H -8.733 -1.468 2.864
H -9.739 -2.906 3.322
H -9.503 -2.689 1.700
H -8.226 -4.909 1.385
H -8.707 -5.131 3.050
H -5.925 -5.320 1.960
H -7.011 -6.576 2.479
H -6.840 -5.778 4.762
H -4.175 -5.318 3.759
H -4.839 -6.947 3.627
H -3.555 -6.529 5.800
H -5.309 -6.795 6.047
H -3.061 -5.196 7.696
H -4.653 -5.056 8.512
H -4.009 -3.709 7.792
C -7.664 11.824 -4.077
O -7.154 11.357 -2.849
C -7.638 12.021 -1.768
C -7.073 13.405 -1.372
N -5.654 13.461 -1.053
C -5.277 13.017 0.279
C -3.860 12.439 0.293
O -3.817 11.223 -0.296
C -2.427 10.888 -0.483
H -7.103 12.690 -4.428
H -8.727 12.065 -4.109
H -7.392 11.236 -4.953
H -7.302 11.362 -0.967
H -8.724 12.114 -1.809
H -7.614 13.850 -0.536
H -7.227 14.053 -2.235
H -5.180 12.729 -1.562
H -5.927 12.200 0.590
H -5.636 13.722 1.029
H -3.672 12.286 1.356
H -3.134 13.120 -0.151
H -2.282 9.837 -0.735
H -1.918 10.938 0.480
H -1.959 11.565 -1.197
C 1.678 7.843 -8.177
O 0.913 6.780 -8.869
C -0.501 7.257 -9.102
C -1.319 6.286 -10.019
N -1.142 4.842 -9.695
C -2.244 4.133 -10.338
C -1.859 2.611 -10.550
O -0.667 2.640 -11.314
C -0.881 2.725 -12.730
H 0.927 8.158 -7.452
H 1.927 8.748 -8.730
H 2.610 7.431 -7.788
H -0.470 8.302 -9.411
H -0.978 7.266 -8.123
H -0.964 6.478 -11.031
H -2.346 6.645 -9.959
H -1.557 4.701 -8.785
H -2.550 4.631 -11.258
H -3.157 4.370 -9.792
H -2.584 2.007 -11.096
H -1.708 2.082 -9.609
H -1.525 2.000 -13.227
H 0.121 2.642 -13.152
H -1.390 3.640 -13.035
```

**Total charge**: +1


no.,HOMO level (eV),electronic energy (hartree)
1,-6.949,-558.611557
2,-9.320,-4532.720664